One molecule with the formula C2H6N2 in a non-equilibrium geometry. Source: OMol25; level of theory: ωB97M-V/def2-TZVPD.

The geometry in ORCA input format:
```
! wB97M-V def2-TZVPD RIJCOSX def2/J DEFGRID3
* xyz 0 1
N 0.456 1.761 0.262
C 0.013 0.541 -0.342
C 0.300 -0.660 0.163
N -0.453 -1.826 0.163
H 0.974 2.458 -0.251
H -0.383 2.160 0.658
H -0.593 0.635 -1.252
H 1.198 -0.644 0.793
H -0.063 -2.635 -0.277
H -1.448 -1.790 0.083
*
```

Properties
Energy relative to the best compared isomer or geometry (same formula, charge and spin) in kcal/mol: 41.2
Calculated total energy in a.u.: -189.26392
HOMO in eV: -8.281